No. 1
Formula: C20H32ClF16LiNO9
Source: the Open Molecules 2025 dataset
Level of theory: ωB97M-V/def2-TZVPD

Each line ends with the Mulliken charge.
Element x y z (Å)
Li  -3.573  -1.674  -2.354  0.93
C  0.546  -6.116  2.099  -0.66
O  -0.249  -4.970  2.323  -0.43
C  0.418  -3.722  2.053  -0.21
C  -0.502  -2.582  2.397  -0.73
N  -1.922  -2.823  1.842  -0.04
H  -1.902  -2.840  0.832  0.39
H  -2.247  -3.694  2.237  0.40
C  -2.892  -1.603  2.109  -0.18
C  -3.659  -1.989  3.345  -0.89
O  -2.759  -2.269  4.443  -0.32
C  -2.440  -1.056  5.223  -0.84
H  1.600  -5.911  2.287  0.19
H  0.563  -6.371  1.040  0.31
H  0.215  -6.956  2.711  0.29
H  0.786  -3.603  1.034  0.31
H  1.254  -3.735  2.753  0.30
H  -0.239  -1.663  1.872  0.42
H  -0.548  -2.411  3.473  0.24
H  -3.455  -1.562  1.177  0.31
H  -2.320  -0.696  2.304  0.28
H  -4.262  -2.878  3.163  0.41
H  -4.421  -1.241  3.565  0.38
H  -3.216  -0.518  5.767  0.37
H  -1.902  -0.306  4.643  0.32
H  -1.653  -1.244  5.953  0.32
Cl  -2.454  0.960  -0.544  1.60
O  -1.336  0.102  -0.264  -0.50
O  -2.059  2.009  -1.470  -0.58
O  -3.554  0.138  -1.019  -0.78
O  -2.810  1.631  0.660  -0.67
C  -0.455  7.293  -1.153  -1.06
C  0.615  8.151  -1.785  1.04
C  0.834  7.717  -3.232  0.14
F  1.549  8.506  -3.990  -0.27
F  1.442  6.552  -3.315  -0.25
F  0.161  9.405  -1.805  -0.32
F  1.680  8.053  -1.058  -0.26
O  -0.180  5.869  -1.191  -0.24
C  0.449  5.281  -0.128  0.73
C  -0.562  4.872  0.949  0.38
F  0.038  4.111  1.902  -0.26
F  -1.107  5.887  1.571  -0.26
F  1.061  4.204  -0.732  -0.27
F  1.478  5.989  0.274  -0.31
H  -1.419  7.504  -1.617  0.51
H  -0.649  7.697  -0.160  0.37
H  -0.076  7.484  -3.786  0.21
H  -1.351  4.231  0.557  0.12
C  3.672  -3.111  0.930  -0.89
C  4.366  -3.640  2.212  1.05
C  5.387  -2.676  2.814  0.12
F  5.954  -2.943  3.973  -0.27
F  6.378  -2.445  1.938  -0.27
F  3.477  -3.955  3.148  -0.31
F  4.931  -4.803  1.935  -0.33
O  3.225  -1.778  1.169  -0.43
C  3.212  -0.888  -0.015  0.87
C  2.612  0.539  0.209  0.59
F  3.250  1.219  1.138  -0.26
F  2.707  1.249  -0.856  -0.27
F  4.385  -0.881  -0.677  -0.28
F  2.410  -1.539  -0.887  -0.32
H  2.932  -3.887  0.735  0.34
H  4.444  -3.123  0.161  0.55
H  4.911  -1.697  2.870  0.20
H  1.539  0.458  0.387  -0.07
C  -0.891  -0.599  -5.527  -0.63
C  -1.830  -1.628  -6.167  -0.73
C  -2.377  -2.322  -4.974  -0.42
O  -2.449  -1.289  -3.981  -0.34
C  -1.671  -0.100  -4.304  -0.28
H  -0.574  0.211  -6.184  0.41
H  0.039  -1.140  -5.347  0.25
H  -1.410  -2.272  -6.940  0.40
H  -2.664  -1.208  -6.730  0.26
H  -1.732  -3.131  -4.631  0.33
H  -3.348  -2.714  -5.277  0.32
H  -1.063  0.181  -3.444  0.21
H  -2.336  0.698  -4.637  0.26

Output
Frontier orbital gap ... 8.6 eV
Energy ... -97367.809 eV
Net charge ... +1
HOMO ... -12.67 eV


No. 2
Formula: C20H32FHfN3O3SSeSi
Source: the Open Molecules 2025 dataset
Level of theory: ωB97M-V/def2-TZVPD

Each line ends with the Mulliken charge.
Element x y z (Å)
Hf  0.094  0.034  0.561  0.37
C  3.093  3.092  -0.092  -0.95
Si  1.792  2.566  1.134  0.10
C  2.264  0.864  1.873  -1.12
C  1.521  3.790  2.500  -1.12
N  0.268  2.085  0.416  0.73
C  -0.878  2.884  0.246  0.00
C  -0.947  4.108  -0.409  -0.40
C  -2.163  4.779  -0.477  -0.73
C  -3.312  4.249  0.095  -0.65
C  -3.269  3.025  0.755  -0.86
C  -2.052  2.400  0.792  0.90
F  -1.892  1.160  1.437  -0.18
H  4.096  2.817  0.239  0.38
H  3.088  4.175  -0.226  0.43
H  2.914  2.635  -1.067  0.17
H  3.118  0.948  2.548  0.60
H  2.580  0.094  1.153  0.29
H  1.481  0.481  2.558  0.45
H  2.471  4.157  2.892  0.40
H  0.954  3.361  3.328  0.33
H  0.965  4.654  2.132  0.38
H  -0.058  4.530  -0.861  0.49
H  -2.211  5.732  -0.985  0.44
H  -4.246  4.789  0.034  0.43
H  -4.141  2.598  1.232  0.52
C  -0.386  -3.599  2.293  -1.33
C  -0.067  -2.263  1.732  0.97
O  -0.704  -1.211  2.125  -0.48
O  0.831  -2.087  0.859  -0.45
H  -1.336  -3.586  2.818  0.37
H  0.404  -3.853  3.004  0.39
H  -0.367  -4.350  1.506  0.36
C  -4.054  -0.921  1.237  -0.81
N  -3.710  -2.058  0.386  0.22
C  -4.338  -3.283  0.451  -0.41
C  -3.805  -4.057  -0.519  -0.38
N  -2.856  -3.296  -1.163  0.19
C  -2.058  -3.761  -2.296  -0.88
C  -2.806  -2.074  -0.602  -0.05
Se  -1.704  -0.713  -1.302  -0.36
H  -4.987  -1.156  1.740  0.31
H  -4.187  -0.040  0.612  0.34
H  -3.269  -0.752  1.969  0.27
H  -5.108  -3.480  1.175  0.48
H  -4.014  -5.068  -0.819  0.47
H  -2.420  -4.747  -2.572  0.31
H  -1.010  -3.817  -2.010  0.31
H  -2.178  -3.082  -3.136  0.37
O  1.357  -0.093  -1.118  -0.34
S  1.803  -0.965  -2.325  0.22
C  3.105  0.045  -3.037  -0.84
C  4.284  -0.099  -2.086  -0.25
C  4.404  -1.597  -1.819  -0.85
C  2.984  -2.161  -1.640  -0.28
H  2.704  1.046  -3.183  0.44
H  3.310  -0.397  -4.016  0.48
H  4.085  0.455  -1.167  -0.04
H  5.190  0.314  -2.528  0.48
H  5.009  -1.815  -0.941  0.41
H  4.878  -2.087  -2.669  0.32
H  2.671  -2.294  -0.605  0.10
H  2.814  -3.102  -2.163  0.54

Output
Frontier orbital gap ... 8.0 eV
Energy ... -119948.064 eV
Net charge ... +2
HOMO ... -13.52 eV
Energy above the lowest of the compared OMol25 structures with the same formula, charge and spin ... 24.8 kJ/mol


No. 3
Formula: C20H32N4O2S
Source: the Open Molecules 2025 dataset
Level of theory: ωB97M-V/def2-TZVPD

Each line ends with the Mulliken charge.
Element x y z (Å)
C  -0.120  5.257  -6.062  -1.12
C  0.690  4.956  -4.809  -0.29
O  0.001  4.063  -3.938  -0.38
C  0.087  2.748  -4.256  0.82
O  0.770  2.319  -5.158  -0.66
N  -0.693  1.979  -3.464  0.16
C  -1.371  2.452  -2.279  -1.04
C  -0.647  1.956  -1.026  -0.38
C  -0.550  0.426  -1.071  -1.17
N  0.061  -0.126  0.126  0.22
C  1.474  0.105  0.342  -0.86
C  2.339  -1.162  0.179  -1.03
N  2.667  -1.739  1.479  0.48
C  2.793  -3.185  1.437  -1.20
C  3.854  -1.127  2.048  -1.31
C  -0.723  -0.733  1.066  0.76
S  -2.381  -0.670  0.977  -0.38
N  -0.081  -1.339  2.086  0.46
C  -0.663  -2.074  3.133  0.37
C  -1.682  -2.991  2.907  -0.53
C  -2.206  -3.722  3.957  -0.79
C  -1.707  -3.555  5.236  -0.59
C  -0.681  -2.652  5.459  -0.84
C  -0.148  -1.902  4.424  0.81
C  0.950  -0.911  4.675  -1.22
C  0.154  -0.025  -2.353  -0.30
C  -0.600  0.539  -3.559  -1.40
H  -1.098  5.649  -5.794  0.29
H  0.405  5.990  -6.668  0.38
H  -0.250  4.346  -6.641  0.31
H  0.847  5.860  -4.214  0.32
H  1.654  4.515  -5.081  0.33
H  -1.410  3.540  -2.300  0.49
H  -2.393  2.057  -2.288  0.32
H  0.347  2.407  -0.986  0.27
H  -1.202  2.256  -0.137  0.35
H  -1.572  0.030  -1.084  0.34
H  1.794  0.858  -0.377  0.36
H  1.629  0.524  1.343  0.73
H  1.769  -1.893  -0.397  0.49
H  3.251  -0.927  -0.390  0.25
H  2.975  -3.553  2.446  0.34
H  1.860  -3.617  1.080  0.39
H  3.614  -3.520  0.789  0.35
H  4.018  -1.520  3.050  0.38
H  3.715  -0.049  2.115  0.35
H  4.753  -1.326  1.446  0.34
H  0.940  -1.325  2.099  -0.03
H  -2.065  -3.125  1.909  0.54
H  -3.003  -4.427  3.771  0.40
H  -2.113  -4.124  6.059  0.38
H  -0.292  -2.520  6.459  0.37
H  0.687  0.062  4.261  0.29
H  1.879  -1.238  4.209  0.07
H  1.123  -0.798  5.742  0.43
H  0.169  -1.114  -2.408  0.37
H  1.183  0.336  -2.387  0.27
H  -0.081  0.298  -4.488  0.53
H  -1.614  0.127  -3.592  0.40

Output
Frontier orbital gap ... 8.2 eV
Energy ... -42151.242 eV
HOMO ... -7.63 eV
Energy above the lowest of the compared OMol25 structures with the same formula, charge and spin ... 0.0 kJ/mol